(1)
C9H16NO | ωB97M-V/def2-TZVPD

Energy relative to the best compared isomer or geometry (same formula, charge and spin): 1.2536 eV
Charge: 0
HOMO energy (spin up / spin down): -2.91 / -8.38 eV
E_LUMO (spin up / spin down): 0.8 / 0.6 eV
Frontier orbital gap (spin up / spin down): 3.715 / 8.969 eV
Multiplicity: 2

Last column: natural (NBO) charge in e.
CARTESIAN COORDINATES (ANGSTROEM)
1 C 0.769 -2.112 -1.356  -0.340
2 C 2.195 -1.982 -1.863  -0.650
3 N 0.784 -2.065 0.146  -1.002
4 H 0.064 -1.356 -1.759  0.216
5 H 0.200 -2.918 -1.805  0.226
6 H 2.248 -1.370 -2.769  0.220
7 H 2.550 -2.981 -2.158  0.222
8 H 0.997 -1.127 0.563  0.446
9 H -0.166 -2.311 0.528  0.270
10 H 1.486 -2.735 0.505  0.328
11 H 2.831 -1.551 -1.098  0.220
12 C -2.707 2.375 -0.569  -0.642
13 C 0.384 0.657 1.707  0.239
14 C -0.880 0.019 1.699  -0.319
15 C 0.684 1.862 1.071  -0.288
16 C -1.700 0.498 0.691  -0.177
17 C -0.293 2.376 0.244  -0.205
18 C -1.568 1.804 0.172  -0.059
19 O 1.498 -0.075 2.160  -0.753
20 H -1.156 -0.660 2.487  0.250
21 H 2.235 0.418 2.531  0.495
22 H 1.603 2.412 1.225  0.222
23 H -2.577 -0.058 0.393  0.208
24 H -0.263 3.324 -0.301  0.209
25 H -2.715 3.464 -0.487  0.221
26 H -3.703 1.990 -0.329  0.225
27 H -2.801 2.103 -1.629  0.219

---

(2)
C9H16NOS | ωB97M-V/def2-TZVPD

Energy relative to the best compared isomer or geometry (same formula, charge and spin): 4.2906 eV
Charge: +1
HOMO energy (spin up / spin down): -11.89 / -11.91 eV
E_LUMO (spin up / spin down): -4.3 / -4.3 eV
Frontier orbital gap (spin up / spin down): 7.579 / 7.626 eV

Last column: natural (NBO) charge in e.
CARTESIAN COORDINATES (ANGSTROEM)
1 C -3.654 -0.438 0.014  -0.243
2 C -3.774 0.922 0.032  -0.382
3 C -2.290 -0.932 0.045  -0.163
4 C -1.433 0.090 0.058  -0.228
5 C -1.902 -2.381 0.139  -0.609
6 C 1.980 0.470 -2.213  -0.437
7 C 3.178 1.336 -0.221  -0.415
8 C 0.470 -0.120 2.291  -0.257
9 C 1.103 -0.023 0.125  0.337
10 N 1.869 0.914 -0.840  -0.384
11 O 1.351 0.498 1.346  -0.513
12 S -2.174 1.635 -0.083  0.380
13 H -4.522 -1.136 0.256  0.244
14 H -4.672 1.558 0.295  0.270
15 H -2.174 -2.772 -0.825  0.237
16 H -0.867 -2.302 0.323  0.195
17 H -2.334 -2.867 0.952  0.231
18 H 2.583 -0.478 -2.233  0.233
19 H 1.075 0.363 -2.690  0.246
20 H 2.449 1.199 -2.892  0.250
21 H 3.510 2.178 -0.797  0.229
22 H 2.963 1.607 0.845  0.267
23 H 3.888 0.566 -0.285  0.227
24 H -0.565 0.022 1.831  0.235
25 H 0.625 0.525 3.134  0.218
26 H 0.772 -1.094 2.385  0.189
27 H 1.165 -1.092 -0.184  0.214
28 H 1.380 1.750 -0.809  0.429

---

(3)
C9H17BF9I2N5O3SSrTe | ωB97M-V/def2-TZVPD

Energy relative to the best compared isomer or geometry (same formula, charge and spin): 4.3071 eV
Charge: -2
HOMO energy (spin up / spin down): -2.08 / -2.08 eV
E_LUMO (spin up / spin down): 2.5 / 2.5 eV
Frontier orbital gap (spin up / spin down): 4.616 / 4.617 eV

Last column: natural (NBO) charge in e.
CARTESIAN COORDINATES (ANGSTROEM)
1 Sr 6.784 7.242 12.662  1.880
2 C 1.377 9.814 20.068  -0.679
3 C 2.217 9.463 18.812  0.323
4 N 3.145 9.191 18.029  -0.059
5 N 3.451 9.386 16.782  -0.356
6 C 4.868 9.664 16.611  -0.194
7 S 5.774 10.313 15.547  0.124
8 N 5.876 6.147 18.202  -0.003
9 N 6.364 5.160 18.500  -0.007
10 H 0.326 9.857 19.733  0.259
11 H 1.920 10.657 20.503  0.255
12 H 1.487 8.909 20.673  0.248
13 H 5.281 9.968 17.832  0.082
14 H 5.531 6.104 16.094  0.395
15 H 0.165 8.796 16.053  0.560
16 O 6.015 5.911 15.095  -1.345
17 O 8.196 5.571 11.573  -0.752
18 C 7.713 4.550 11.049  0.712
19 C 8.547 3.853 9.963  -0.519
20 C 7.828 3.411 8.672  -0.399
21 C 6.279 3.682 8.527  -0.406
22 C 5.504 2.736 9.431  -0.414
23 C 5.965 2.783 10.894  -0.211
24 N 6.470 4.082 11.263  -0.629
25 H 9.157 3.076 10.416  0.218
26 H 9.248 4.641 9.651  0.239
27 H 7.905 2.310 8.639  0.176
28 H 8.457 3.805 7.858  0.205
29 H 5.992 3.532 7.487  0.204
30 H 6.030 4.726 8.823  0.250
31 H 5.597 1.716 9.061  0.178
32 H 4.430 3.030 9.390  0.230
33 H 6.800 2.124 11.035  0.177
34 H 5.135 2.470 11.551  0.219
35 H 5.738 4.793 11.554  0.470
36 F 3.292 6.368 9.168  -0.848
37 Te 4.168 8.026 10.400  2.537
38 F 3.738 9.685 9.349  -0.731
39 F -0.398 8.747 15.301  -0.559
40 F 5.653 7.638 9.402  -0.669
41 F 4.772 6.019 11.710  -0.838
42 O 4.960 8.815 11.776  -1.329
43 F 8.076 9.398 12.368  -0.628
44 B 9.524 9.064 12.701  1.348
45 F 9.951 8.148 11.754  -0.565
46 F 9.414 8.321 13.883  -0.583
47 F 10.278 10.192 12.783  -0.547
48 I 9.621 5.316 15.077  0.130
49 I 10.422 3.577 17.101  -0.148

---

(4)
C9H17BN2O5 | ωB97M-V/def2-TZVPD

Energy relative to the best compared isomer or geometry (same formula, charge and spin): 1.7018 eV
Charge: 0
HOMO energy: -8.70 eV
E_LUMO: 0.1 eV
Frontier orbital gap: 8.834 eV

Last column: natural (NBO) charge in e.
CARTESIAN COORDINATES (ANGSTROEM)
1 O 1.059 0.745 1.200  -0.694
2 C 0.447 0.417 0.147  0.696
3 C 0.993 0.854 -1.248  -0.154
4 C 2.088 -0.109 -1.715  -0.449
5 C 3.408 0.470 -1.148  0.090
6 O 3.761 0.024 0.138  -0.736
7 C 3.142 1.993 -1.112  -0.257
8 N 1.706 2.172 -0.994  -0.623
9 N -0.773 -0.300 0.220  -0.427
10 C -1.643 -0.458 -0.898  -0.257
11 C -2.999 -0.016 -0.281  0.113
12 O -3.446 1.354 -0.549  -0.755
13 C -2.985 -0.152 1.243  -0.424
14 C -1.531 -0.534 1.537  -0.414
15 B -1.280 -1.996 1.896  1.142
16 O -1.013 -2.187 3.185  -0.934
17 O -1.361 -2.951 0.900  -0.928
18 H 0.118 1.077 -1.896  0.214
19 H 2.081 -0.224 -2.780  0.224
20 H 1.978 -1.167 -1.294  0.229
21 H 4.173 0.279 -1.863  0.181
22 H 2.971 0.197 0.763  0.497
23 H 3.534 2.477 -2.002  0.180
24 H 3.757 2.326 -0.257  0.214
25 H 1.511 2.360 -0.015  0.382
26 H -1.624 -1.531 -1.218  0.217
27 H -1.436 0.203 -1.748  0.226
28 H -3.832 -0.627 -0.639  0.192
29 H -3.019 2.134 -0.111  0.481
30 H -3.263 0.814 1.672  0.226
31 H -3.730 -0.906 1.661  0.222
32 H -1.000 -0.067 2.386  0.269
33 H -0.743 -2.773 3.925  0.542
34 H -1.048 -3.901 0.893  0.514

---

(5)
C9H17BN2O5 | ωB97M-V/def2-TZVPD

Energy relative to the best compared isomer or geometry (same formula, charge and spin): 0.3153 eV
Charge: 0
HOMO energy: -9.23 eV
E_LUMO: 0.5 eV
Frontier orbital gap: 9.767 eV

Last column: natural (NBO) charge in e.
CARTESIAN COORDINATES (ANGSTROEM)
1 O -0.062 -0.378 1.824  -0.666
2 C 0.157 -0.195 0.636  0.695
3 C 1.171 0.838 0.163  -0.133
4 C 2.399 0.857 1.074  -0.460
5 C 2.708 2.362 1.225  0.091
6 O 3.972 2.708 0.618  -0.738
7 C 1.537 3.171 0.580  -0.246
8 N 0.560 2.188 0.178  -0.617
9 N -0.580 -0.894 -0.307  -0.414
10 C -0.422 -0.717 -1.790  -0.246
11 C -1.907 -0.751 -2.283  0.101
12 O -2.315 0.605 -2.488  -0.717
13 C -2.757 -1.448 -1.173  -0.441
14 C -1.852 -1.548 0.029  -0.412
15 B -1.655 -2.950 0.747  1.106
16 O -2.271 -4.085 0.252  -0.885
17 O -0.833 -3.009 1.882  -0.907
18 H 1.448 0.643 -0.886  0.199
19 H 2.152 0.345 2.018  0.242
20 H 3.257 0.300 0.635  0.225
21 H 2.822 2.620 2.299  0.168
22 H 4.743 2.309 1.095  0.474
23 H 1.943 3.654 -0.300  0.204
24 H 1.152 3.948 1.243  0.209
25 H -0.171 2.236 0.879  0.364
26 H 0.102 -1.619 -2.193  0.206
27 H 0.017 0.231 -2.051  0.227
28 H -2.005 -1.228 -3.268  0.191
29 H -1.910 1.152 -1.814  0.465
30 H -3.071 -2.446 -1.484  0.232
31 H -3.648 -0.839 -1.059  0.237
32 H -2.272 -1.125 0.980  0.242
33 H -1.939 -4.820 0.774  0.494
34 H -0.469 -2.116 1.968  0.511

---

(6)
C9H17Br | ωB97M-V/def2-TZVPD

Energy relative to the best compared isomer or geometry (same formula, charge and spin): 0.0000 eV
Charge: 0
HOMO energy: -9.00 eV
E_LUMO: 0.7 eV
Frontier orbital gap: 9.730 eV

Last column: natural (NBO) charge in e.
CARTESIAN COORDINATES (ANGSTROEM)
1 C 0.465 2.834 -0.017  -0.613
2 C -0.048 1.270 -0.075  -0.255
3 C -0.526 0.945 1.362  -0.627
4 C 0.458 -0.064 -0.534  -0.085
5 Br 1.183 -1.393 0.626  0.056
6 C -0.401 -0.692 -1.559  -0.436
7 C 0.934 -0.080 -1.985  -0.217
8 C 2.179 -1.056 -2.390  -0.624
9 H -0.089 3.536 -0.571  0.214
10 H 1.416 3.163 -0.345  0.216
11 H 0.463 3.261 0.930  0.212
12 H -1.055 1.270 -0.616  0.213
13 H -1.038 1.734 1.850  0.204
14 H 0.197 0.480 2.086  0.221
15 H -1.361 0.106 1.327  0.225
16 H -1.353 -0.362 -1.599  0.211
17 H -0.386 -1.800 -1.683  0.226
18 H 1.188 0.818 -2.557  0.236
19 H 2.463 -1.944 -1.836  0.224
20 H 3.091 -0.402 -2.285  0.206
21 H 2.312 -1.377 -3.376  0.212
22 C -1.912 -1.491 2.812  -0.426
23 C -1.451 -1.859 1.624  -0.385
24 H -1.334 -2.040 3.716  0.204
25 H -2.702 -0.699 2.998  0.213
26 H -0.890 -2.683 1.409  0.197
27 H -1.805 -1.476 0.685  0.179

---

Which value of energy relative to the best compared isomer or geometry (same formula, charge and spin) does entry 1 give?
1.2536 eV

---

What is the formula in the sixth record?
C9H17Br